# 1
The following is a quantum chemistry calculation of a structure of composition CsH2O in a non-equilibrium geometry, from OMol25.

total energy	-2622.560	eV
2S+1	1
net charge	+1
orbital gap	12.4	eV
LUMO	-3.87	eV

Geometry (Å):
Cs  -0.059  1.239  2.096
O  -0.115  -0.257  -0.455
H  0.540  -0.917  -0.282
H  -0.366  -0.064  -1.359

***

# 2
The following is a quantum chemistry calculation of a cluster of 2 separate species, C4H11NS in total in a non-equilibrium geometry, from OMol25.

total energy	-16639.178	eV
2S+1	2
net charge	+1
orbital gap (spin up / spin down)	4.7 / 4.2	eV
⟨S²⟩	0.76
LUMO (spin up / spin down)	-7.80 / -7.87	eV

Geometry (Å):
C  -0.619  2.295  -2.518
C  0.122  0.949  -2.370
C  0.365  0.358  -1.063
N  1.586  1.247  -0.497
H  -0.948  2.519  -1.489
H  0.109  3.041  -2.870
H  -1.458  2.212  -3.219
H  -0.158  0.218  -3.154
H  0.888  -0.591  -1.053
H  -0.337  0.273  -0.239
H  1.250  2.168  -0.181
H  1.731  1.580  -1.508
C  -0.237  -1.055  2.967
S  -0.615  -2.040  1.547
H  0.523  -1.434  3.673
H  0.122  -0.073  2.651
H  -1.140  -0.953  3.586

***

Values for energy above the lowest of the compared OMol25 structures with the same formula, charge and spin, kcal per mole, ordered as above
2.9; 94.0